Record 1
# C21H25N3O2

One molecule with the formula C21H25N3O2 in a non-equilibrium geometry (wB97M-V/def2-TZVPD, OMol25).

Last column: Mulliken charge in e.
Geometry (Å):
1 C -5.484 -4.066 0.007  -0.827
2 O -6.122 -2.858 -0.330  -0.455
3 C -5.440 -1.693 -0.176  0.974
4 C -6.135 -0.530 -0.518  -0.534
5 C -5.532 0.700 -0.397  -0.562
6 C -4.215 0.812 0.052  0.380
7 C -3.645 2.187 0.164  0.169
8 O -4.333 3.169 0.334  -0.614
9 N -2.281 2.228 0.052  0.276
10 N -1.604 3.394 0.114  -1.063
11 C -0.333 3.419 0.049  0.495
12 C 0.313 4.769 0.060  -1.249
13 C 0.549 2.235 -0.025  -0.122
14 C 1.528 2.111 -1.006  -1.336
15 C 2.348 1.004 -1.066  -0.435
16 C 2.238 -0.042 -0.140  1.706
17 N 2.999 -1.191 -0.218  0.000
18 C 3.493 -1.834 0.982  -0.857
19 C 4.863 -1.270 1.376  -0.545
20 C 5.857 -1.451 0.231  -0.800
21 C 5.297 -0.825 -1.044  -0.411
22 C 3.909 -1.409 -1.322  -1.158
23 C 1.249 0.091 0.847  -0.236
24 C 0.430 1.197 0.900  -0.652
25 C -3.534 -0.346 0.406  -0.684
26 C -4.136 -1.588 0.297  -0.558
27 H -4.591 -4.234 -0.604  0.334
28 H -5.212 -4.095 1.067  0.335
29 H -6.212 -4.850 -0.198  0.239
30 H -7.149 -0.625 -0.872  0.427
31 H -6.065 1.604 -0.648  0.445
32 H -1.769 1.370 -0.149  0.347
33 H 1.047 4.827 0.863  0.313
34 H -0.449 5.529 0.201  0.390
35 H 0.831 4.950 -0.881  0.297
36 H 1.646 2.891 -1.744  0.339
37 H 3.094 0.973 -1.845  0.290
38 H 3.583 -2.907 0.779  0.424
39 H 2.792 -1.703 1.804  0.279
40 H 4.753 -0.206 1.601  0.277
41 H 5.222 -1.773 2.275  0.401
42 H 6.027 -2.519 0.067  0.313
43 H 6.815 -0.995 0.488  0.363
44 H 5.959 -1.023 -1.889  0.373
45 H 5.219 0.256 -0.914  0.289
46 H 3.480 -1.004 -2.239  0.484
47 H 4.000 -2.494 -1.453  0.436
48 H 1.102 -0.689 1.578  0.311
49 H -0.297 1.275 1.698  0.530
50 H -2.529 -0.303 0.802  0.468
51 H -3.578 -2.465 0.588  0.395

As for the total energy: -30747.524 eV. The HOMO-LUMO gap is 0.3082 Eh. As for the net charge: 0. The calculation puts the HOMO energy at -0.2862 Ha. As for the SMILES: COc1ccc(C(=O)N/N=C(/C)c2ccc(N3CCCCC3)cc2)cc1.



Record 2
# C21H25N3O2

One molecule with the formula C21H25N3O2 (wB97M-V/def2-TZVPD, OMol25).

Last column: Mulliken charge in e.
Geometry (Å):
1 C 5.416 0.849 0.453  -1.427
2 C 3.955 1.164 0.706  1.135
3 O 3.616 2.127 1.369  -0.664
4 N 3.045 0.336 0.141  0.090
5 C 3.305 -0.894 -0.569  -0.632
6 C 2.732 -2.075 0.239  -0.999
7 N 1.318 -1.937 0.517  0.088
8 C 0.447 -2.211 -0.611  -0.625
9 C -0.918 -2.743 -0.133  0.348
10 O -0.964 -4.119 -0.445  -0.592
11 C -2.106 -2.013 -0.808  -1.527
12 N -2.095 -0.600 -0.569  0.509
13 C -1.614 0.368 -1.423  0.222
14 C -1.180 0.262 -2.738  -0.576
15 C -0.741 1.409 -3.372  -0.783
16 C -0.731 2.641 -2.722  -0.863
17 C -1.170 2.759 -1.419  -0.153
18 C -1.617 1.620 -0.762  0.581
19 C -2.122 1.380 0.560  0.630
20 C -2.349 2.198 1.659  -0.367
21 C -2.852 1.630 2.812  -0.773
22 C -3.133 0.267 2.876  -0.726
23 C -2.913 -0.567 1.796  -0.612
24 C -2.400 -0.005 0.635  -0.151
25 C 1.071 -0.663 1.173  -0.339
26 C 1.632 0.537 0.398  -0.514
27 H 5.632 0.838 -0.613  0.343
28 H 5.687 -0.110 0.888  0.319
29 H 6.009 1.628 0.925  0.351
30 H 4.371 -1.037 -0.730  0.557
31 H 2.809 -0.845 -1.547  0.126
32 H 2.902 -3.013 -0.293  0.480
33 H 3.250 -2.124 1.202  0.402
34 H 0.894 -3.007 -1.209  0.570
35 H 0.302 -1.336 -1.256  0.177
36 H -0.979 -2.600 0.955  0.250
37 H -1.740 -4.517 -0.037  0.391
38 H -2.062 -2.197 -1.884  0.204
39 H -3.045 -2.435 -0.431  0.579
40 H -1.181 -0.683 -3.262  0.378
41 H -0.397 1.347 -4.394  0.411
42 H -0.376 3.513 -3.251  0.410
43 H -1.166 3.713 -0.916  0.438
44 H -2.134 3.254 1.608  0.456
45 H -3.034 2.246 3.679  0.398
46 H -3.530 -0.148 3.791  0.401
47 H -3.138 -1.621 1.863  0.356
48 H 0.000 -0.531 1.327  -0.245
49 H 1.554 -0.703 2.154  0.492
50 H 1.522 1.451 0.982  0.488
51 H 1.110 0.663 -0.557  -0.011

As for the total energy: -30749.104 eV. The HOMO-LUMO gap is 0.3132 Eh. As for the net charge: 0. The calculation puts the HOMO energy at -0.2926 Ha. As for the SMILES: CC(=O)N1CCN(C[C@H](O)Cn2c3ccccc3c3ccccc32)CC1.



Record 3
# C21H25N3O2

One molecule with the formula C21H25N3O2 (wB97M-V/def2-TZVPD, OMol25).

Last column: Mulliken charge in e.
Geometry (Å):
1 C -0.690 0.837 -5.265  -1.292
2 N -0.304 0.305 -3.981  0.143
3 C -1.399 -0.192 -3.178  -1.009
4 C -2.389 0.895 -2.724  -0.564
5 C -1.714 2.060 -1.988  -1.004
6 N -0.887 1.626 -0.888  0.125
7 C -1.391 1.342 0.335  0.211
8 O -2.550 1.532 0.644  -0.663
9 C -0.371 0.781 1.276  0.229
10 C 0.927 1.278 1.325  -0.414
11 C 1.827 0.741 2.228  -1.120
12 C 1.453 -0.294 3.066  -0.324
13 C 0.155 -0.801 3.018  0.530
14 N -0.228 -1.841 3.871  0.196
15 C 0.447 -2.083 5.133  -0.714
16 C -0.541 -2.962 5.902  -0.701
17 C -1.246 -3.726 4.788  -0.677
18 C -1.176 -2.786 3.594  0.467
19 O -1.817 -2.882 2.576  -0.642
20 C -0.758 -0.244 2.127  -0.379
21 C 0.875 0.728 -3.399  0.860
22 C 1.616 1.794 -3.927  -0.395
23 C 2.807 2.191 -3.352  -0.607
24 C 3.307 1.549 -2.232  -0.828
25 C 2.599 0.481 -1.707  -0.134
26 C 1.409 0.073 -2.277  -0.772
27 H -1.500 0.225 -5.661  0.309
28 H -1.036 1.877 -5.222  0.376
29 H 0.151 0.774 -5.956  0.461
30 H -1.009 -0.699 -2.297  0.257
31 H -1.945 -0.937 -3.768  0.430
32 H -3.113 0.431 -2.053  0.462
33 H -2.929 1.297 -3.583  0.389
34 H -2.491 2.711 -1.577  0.445
35 H -1.087 2.638 -2.672  0.483
36 H 0.049 1.316 -1.115  -0.155
37 H 1.227 2.093 0.683  0.630
38 H 2.833 1.129 2.279  0.409
39 H 2.176 -0.707 3.752  0.422
40 H 1.392 -2.616 4.968  0.333
41 H 0.657 -1.138 5.638  0.437
42 H -1.255 -2.337 6.439  0.302
43 H -0.041 -3.611 6.618  0.351
44 H -0.716 -4.644 4.526  0.259
45 H -2.279 -3.985 5.012  0.344
46 H -1.771 -0.607 2.082  0.510
47 H 1.257 2.333 -4.789  0.449
48 H 3.348 3.022 -3.782  0.378
49 H 4.234 1.868 -1.783  0.397
50 H 2.975 -0.048 -0.843  0.477
51 H 0.911 -0.790 -1.860  0.324

As for the total energy: -30749.433 eV. The HOMO-LUMO gap is 0.3144 Eh. As for the net charge: 0. The calculation puts the HOMO energy at -0.2871 Ha. As for the SMILES: CN(CCCNC(=O)c1cccc(N2CCCC2=O)c1)c1ccccc1.



Record 4
# C21H25N3O3

One molecule with the formula C21H25N3O3 (wB97M-V/def2-TZVPD, OMol25).

Last column: Mulliken charge in e.
Geometry (Å):
1 C -7.377 -2.161 0.272  -1.037
2 N -6.490 -1.387 -0.565  -0.012
3 C -5.183 -2.017 -0.676  -0.992
4 C -4.125 -1.018 -1.130  -0.939
5 N -3.951 -0.007 -0.111  0.251
6 C -2.793 0.718 0.003  1.062
7 C -1.817 0.706 -1.003  -0.437
8 C -0.650 1.427 -0.868  -0.792
9 C -0.405 2.196 0.264  0.658
10 C 0.894 2.943 0.399  -1.252
11 N 2.002 2.019 0.543  -0.153
12 C 2.959 1.869 -0.401  0.396
13 O 3.049 2.590 -1.375  -0.662
14 C 3.928 0.764 -0.126  0.555
15 C 3.541 -0.444 0.451  -0.720
16 C 4.476 -1.434 0.677  -0.903
17 C 5.808 -1.240 0.331  0.549
18 C 6.192 -0.050 -0.297  0.658
19 C 5.247 0.942 -0.516  -0.745
20 O 7.480 0.168 -0.712  -0.452
21 C 8.255 -1.008 -0.761  -0.435
22 C 8.050 -1.826 0.514  -0.449
23 O 6.705 -2.236 0.618  -0.461
24 C -1.363 2.207 1.267  -1.048
25 C -2.533 1.485 1.147  -0.448
26 C -5.134 0.315 0.655  -0.770
27 C -6.379 0.013 -0.184  -1.040
28 H -7.453 -3.167 -0.139  0.322
29 H -8.368 -1.709 0.259  0.375
30 H -7.035 -2.240 1.317  0.352
31 H -4.860 -2.453 0.286  0.368
32 H -5.257 -2.831 -1.404  0.463
33 H -4.424 -0.583 -2.095  0.287
34 H -3.180 -1.550 -1.268  0.667
35 H -1.979 0.146 -1.910  0.383
36 H 0.085 1.406 -1.659  0.450
37 H 1.105 3.527 -0.500  0.402
38 H 0.864 3.613 1.265  0.362
39 H 1.967 1.379 1.320  0.255
40 H 2.508 -0.629 0.702  0.440
41 H 4.200 -2.374 1.128  0.434
42 H 5.547 1.857 -1.000  0.474
43 H 7.964 -1.615 -1.629  0.289
44 H 9.294 -0.691 -0.867  0.341
45 H 8.322 -1.212 1.384  0.284
46 H 8.652 -2.736 0.505  0.340
47 H -1.193 2.789 2.163  0.287
48 H -3.241 1.504 1.960  0.370
49 H -5.129 1.378 0.910  0.699
50 H -5.170 -0.263 1.592  0.245
51 H -7.273 0.311 0.365  0.463
52 H -6.333 0.613 -1.101  0.266

As for the total energy: -32795.287 eV. The HOMO-LUMO gap is 0.3025 Eh. As for the net charge: 0. The calculation puts the HOMO energy at -0.2751 Ha. As for the SMILES: CN1CCN(c2ccc(CNC(=O)c3ccc4c(c3)OCCO4)cc2)CC1.